No. 1
A 2-piece molecular cluster, C4H8N2 overall at a distorted geometry, computed with the ωB97M-V functional and the def2-TZVPD basis.

```
! wB97M-V def2-TZVPD RIJCOSX def2/J DEFGRID3
* xyz 2 1
C 0.899 0.081 -0.109
C -3.664 0.034 0.043
C 3.268 0.335 -0.117
C 2.096 -0.299 0.412
N -0.207 0.308 -0.299
N -2.465 -0.280 -0.086
H -4.285 0.601 -0.802
H -4.305 -0.159 1.036
H 4.147 0.415 0.556
H 3.037 1.348 -0.542
H 3.380 -0.396 -0.977
H 1.966 -0.979 1.183
H -2.005 -0.964 0.594
H -1.861 -0.046 -0.892
*
```

Properties
Orbital gap ... 9.1932 eV
LUMO ... -12.50 eV
Molecular weight ... 84.12 g mol⁻¹
E_HOMO ... -21.69 eV
E_tot ... -7235.2195 eV

***

No. 2
An isolated molecule of C4H8N2O, computed with the ωB97M-V functional and the def2-TZVPD basis.

```
! wB97M-V def2-TZVPD RIJCOSX def2/J DEFGRID3
* xyz 0 1
N -0.129 -0.801 1.754
C -0.717 0.401 1.532
O -1.465 0.959 2.314
C -0.372 1.068 0.194
N 0.150 0.179 -0.846
C 1.449 -0.215 -0.924
C -0.595 -0.465 -1.748
H -0.231 -1.196 2.677
H 0.643 -1.092 1.168
H -1.271 1.577 -0.161
H 0.390 1.831 0.399
H 2.254 0.502 -1.032
H 1.620 -1.271 -1.090
H -0.201 -0.523 -2.753
H -1.525 -0.954 -1.484
*
```

Properties
Orbital gap (alpha / beta) ... 8.0477 / 7.9986 eV
LUMO (alpha / beta) ... 0.32 / 0.29 eV
Molecular weight ... 100.12 g mol⁻¹
E_HOMO (alpha / beta) ... -7.73 / -7.71 eV
E_tot ... -9302.8434 eV